[1]
The following is a quantum chemistry calculation of 2 unconnected molecules or ions with the total composition C5H7N4O2 in a non-equilibrium geometry, from the Open Molecules 2025 dataset.

Calculated values
- E_HOMO (spin up / spin down): -11.19 / -14.33 eV
- LUMO energy (spin up / spin down): -4.915 / -8.415 eV
- Frontier orbital gap (spin up / spin down): 6.3 / 5.9 eV
- ΔE to the lowest compared entry with this formula, charge and spin: 159.04 kcal/mol
- Total charge: +1
- Multiplicity: 3

The geometry in XYZ format:
```
18
Properties=species:S:1:pos:R:3:forces:R:3:lowdin_charge:R:1
C -1.4676 -0.9553 1.2428 0.897 -2.435 -1.573 -0.122
C -0.3048 -0.4799 -1.1734 1.310 -1.944 4.536 -0.390
C 0.5670 1.5973 -1.4508 -1.335 -1.220 1.119 0.087
C 1.2210 1.2038 1.4933 0.646 0.498 -0.251 -0.056
C -0.8859 -2.0017 0.4908 1.292 1.751 1.523 -0.040
N -1.9244 -0.0243 1.7019 -1.028 2.042 1.267 0.292
N -1.9784 -3.5476 -0.9400 -1.597 -2.533 -2.551 0.385
N -1.5093 -2.8721 -0.1947 -1.288 0.095 0.977 0.021
N 0.5297 0.3036 -0.7032 2.163 3.687 0.485 -0.077
O -0.8986 -0.8358 -2.0770 -2.894 -1.255 -4.218 0.241
O 1.1401 0.1610 0.5715 -0.655 -2.528 -2.002 -0.096
H 1.3558 2.1171 -0.9892 0.633 1.429 0.188 0.089
H 0.7843 1.3173 -2.4577 0.155 0.236 -0.752 0.105
H -0.4859 1.9290 -1.3098 1.155 0.918 -0.430 0.133
H 2.2496 1.4966 1.5331 0.588 0.171 0.417 0.105
H 0.8317 0.8191 2.3834 -0.115 -0.687 1.657 0.079
H 0.6437 2.0532 1.3291 -1.193 1.485 -0.966 0.084
H 0.1321 -2.2813 0.5499 1.266 0.287 0.574 0.160
```
Positions in Å, forces in eV/Å.

***

[2]
The following is a quantum chemistry calculation of a molecular structure, C23H49GaN2OP3Se in a non-equilibrium geometry, from the Open Molecules 2025 dataset.

Calculated values
- E_HOMO (spin up / spin down): -15.71 / -15.71 eV
- LUMO energy (spin up / spin down): -12.008 / -11.856 eV
- Frontier orbital gap (spin up / spin down): 3.7 / 3.9 eV
- ΔE to the lowest compared entry with this formula, charge and spin: 65.97 kcal/mol
- Total charge: +3

The geometry in XYZ format:
```
80
Properties=species:S:1:pos:R:3:forces:R:3:lowdin_charge:R:1
Ga 0.4835 -0.0173 -1.0373 -0.673 -1.827 -0.136 0.145
P -1.1728 -0.4672 1.1763 -1.026 -0.221 2.314 0.860
P 1.4037 -2.6406 -1.0168 1.123 -0.374 0.678 0.777
P -1.5488 -0.8493 -2.3327 -0.791 0.661 -0.862 0.755
H 0.1834 4.8419 -0.3849 -0.537 0.124 0.301 0.047
C -0.9144 4.7668 -0.3654 -0.210 -0.496 0.067 -0.077
C -1.5899 4.2230 0.6635 0.491 -0.364 -1.073 -0.080
H -1.0612 3.8172 1.5290 -0.159 0.326 -0.091 0.033
C -0.5912 0.3686 2.6862 0.730 0.287 -0.395 -0.200
C -1.3350 -2.2122 1.6626 0.354 -0.357 -0.631 -0.203
C -2.8712 0.1795 1.0205 0.052 0.197 -0.837 -0.200
C 2.3791 -3.0051 -2.5371 -0.102 0.677 -0.259 -0.279
C 2.6840 -2.7472 0.3022 -0.158 0.457 -0.059 -0.234
C 0.4559 -4.2078 -0.8619 -0.531 0.479 -0.092 -0.226
C -2.6015 0.6628 -2.4608 0.153 0.039 0.014 -0.227
C -2.7317 -2.2154 -1.9485 0.297 -0.198 0.376 -0.210
C -1.0854 -1.1969 -4.0732 0.296 -0.091 0.109 -0.227
H -1.4156 5.1251 -1.2779 0.094 -0.116 0.606 0.061
H -2.6688 4.0425 0.6048 0.352 0.414 0.171 0.056
H -0.3438 1.4121 2.4522 -0.018 -0.181 0.084 0.053
H 0.3064 -0.1167 3.0893 -0.107 0.088 -0.137 0.049
H -1.3826 0.3589 3.4444 -0.038 -0.152 -0.248 0.085
H -0.3440 -2.6488 1.8338 -0.162 0.151 0.075 0.050
H -1.8333 -2.7912 0.8792 0.004 0.103 0.119 0.044
H -1.9214 -2.2842 2.5826 -0.009 0.199 0.015 0.089
H -2.8421 1.2140 0.6544 -0.020 -0.179 0.100 0.054
H -3.3429 0.1781 2.0097 0.246 -0.112 -0.031 0.086
H -3.4825 -0.4231 0.3407 0.148 0.144 0.177 0.037
H 3.0358 -3.8687 -2.3540 -0.328 0.210 0.000 0.080
H 2.9872 -2.1237 -2.8245 -0.202 -1.049 0.182 -0.037
H 1.6815 -3.2136 -3.3579 0.251 -0.055 0.063 0.055
H 3.6161 -3.1354 -0.1374 -0.347 0.047 0.259 0.072
H 2.3301 -3.4093 1.1023 0.150 0.070 -0.202 0.058
H 2.8486 -1.7388 0.7285 0.095 -0.503 -0.138 0.003
H 1.1574 -5.0497 -0.8933 -0.029 0.234 0.023 0.081
H -0.2383 -4.2952 -1.7071 0.152 -0.114 0.185 0.043
H -0.1136 -4.2401 0.0726 0.158 -0.071 -0.195 0.035
H -2.9702 0.7783 -3.4927 0.052 -0.044 0.428 0.070
H -1.9821 1.5363 -2.2004 -0.326 -0.154 -0.138 0.033
H -3.4564 0.6217 -1.7673 0.328 0.003 -0.321 0.051
H -3.3733 -2.4305 -2.8190 0.335 0.256 0.191 0.084
H -3.3873 -1.9716 -1.1011 0.249 -0.008 -0.267 0.039
H -2.1774 -3.1312 -1.6963 -0.205 0.231 -0.125 0.032
H -1.9522 -1.0400 -4.7361 0.312 -0.084 0.295 0.077
H -0.7423 -2.2383 -4.1686 -0.104 0.297 -0.003 0.060
H -0.2600 -0.5339 -4.3696 -0.306 -0.164 -0.039 0.033
C 1.8561 1.5929 -3.7196 0.266 -0.904 0.569 -0.551
C 1.2235 2.7432 -3.2264 -0.186 1.212 -0.191 -0.093
C 1.3137 3.9286 -3.9668 -0.340 -0.460 0.648 -0.009
C 1.9308 3.9353 -5.2325 0.069 -0.155 0.115 0.032
C 2.4348 2.7351 -5.7721 -0.027 -0.691 0.057 -0.001
C 2.3736 1.5550 -5.0304 0.522 0.539 -0.664 -0.072
Se 2.3098 0.1589 -2.5486 -0.168 1.635 -1.199 0.998
H -0.1126 1.1864 -0.1970 0.221 0.058 0.028 -0.016
H 0.7224 2.6831 -2.2575 0.211 0.412 -0.208 0.075
H 0.9113 4.8597 -3.5604 0.070 -0.363 -0.139 0.129
H 2.0098 4.8688 -5.8051 -0.064 -0.455 0.299 0.145
H 2.8814 2.7316 -6.7706 -0.200 -0.038 0.382 0.139
H 2.7509 0.6108 -5.4241 0.071 0.355 0.010 0.124
C 3.0419 -1.4732 3.6266 0.162 -0.340 -0.042 -0.032
N 2.8279 -0.0498 3.7687 -0.061 0.174 -1.236 -0.103
C 3.1687 0.5592 5.0303 0.445 0.191 0.637 -0.154
C 2.4954 1.9023 5.1425 -0.205 0.087 0.475 -0.149
C 2.8660 2.7799 3.9791 0.468 0.493 0.229 -0.152
N 2.7906 2.0519 2.7286 -0.144 -0.969 -0.680 -0.081
C 2.7386 2.8346 1.5185 -0.058 0.380 -0.354 -0.035
C 2.8029 0.6873 2.6040 -0.327 0.532 0.784 -0.474
O 2.7136 0.1340 1.4850 -0.380 -0.049 0.046 -0.064
H 3.9990 -1.6881 3.1200 -0.331 -0.055 0.220 0.112
H 2.2265 -1.9146 3.0342 0.251 -0.008 0.236 0.062
H 3.0532 -1.9082 4.6343 -0.017 -0.007 -0.416 0.105
H 2.8267 -0.1010 5.8309 0.046 0.057 -0.087 0.133
H 4.2601 0.6711 5.1468 -0.203 -0.078 -0.088 0.149
H 2.8001 2.3887 6.0721 -0.089 -0.040 -0.077 0.135
H 1.4099 1.7600 5.1890 0.065 0.027 -0.029 0.120
H 3.8920 3.1719 4.0946 -0.306 -0.070 0.030 0.145
H 2.1946 3.6478 3.9386 0.120 -0.170 -0.123 0.135
H 1.7202 3.1979 1.3164 0.006 -0.017 0.063 0.076
H 3.3760 3.7208 1.6172 -0.015 -0.238 -0.041 0.108
H 3.0552 2.2308 0.6657 0.097 0.174 0.199 0.079
```
Positions in Å, forces in eV/Å.

***

[3]
The following is a quantum chemistry calculation of a molecular structure, C16H16CoF5N4SSbSe, from the Open Molecules 2025 dataset.

Calculated values
- E_HOMO (spin up / spin down): -7.46 / -7.57 eV
- LUMO energy (spin up / spin down): -0.516 / -0.580 eV
- Frontier orbital gap (spin up / spin down): 6.9 / 7.0 eV
- Multiplicity: 4

The geometry in XYZ format:
```
45
Properties=species:S:1:pos:R:3:forces:R:3:lowdin_charge:R:1
Co -0.1496 0.4691 -0.2245 -0.106 0.269 0.036 0.023
N -3.8108 2.7627 -0.8062 0.086 -0.002 -0.070 0.071
C -2.6230 2.1258 -0.8250 -0.190 0.048 0.036 -0.843
S -2.4258 0.8268 0.3056 0.044 -0.078 -0.008 0.609
N -1.7669 2.5632 -1.7308 0.140 -0.043 -0.002 -0.009
N -0.5930 1.8988 -1.7004 -0.039 0.006 -0.058 -0.109
C 0.3139 2.2195 -2.5453 -0.088 -0.035 0.056 -0.067
C 1.5798 1.4943 -2.4713 -0.043 0.058 -0.062 -0.252
C 2.6690 1.8140 -3.2764 -0.017 -0.086 0.073 -0.009
C 3.8444 1.1027 -3.1156 -0.030 0.019 -0.015 -0.050
C 3.9044 0.1022 -2.1562 -0.017 -0.019 0.018 -0.045
C 2.7741 -0.1515 -1.3981 0.027 -0.023 -0.029 -0.160
N 1.6356 0.5145 -1.5586 0.060 0.009 0.061 -0.012
H -4.4985 2.5219 -0.1185 0.006 0.004 0.013 0.079
H -3.9503 3.5441 -1.4230 -0.015 0.005 0.011 0.099
H 0.1558 3.0094 -3.2728 -0.003 0.004 0.008 0.127
H 2.5867 2.6121 -4.0001 -0.005 0.023 -0.024 0.116
H 4.7070 1.3336 -3.7260 0.022 -0.008 0.004 0.112
H 4.8069 -0.4660 -1.9864 0.020 -0.004 -0.005 0.108
H 2.7740 -0.9050 -0.6180 0.015 0.005 0.002 0.105
F -1.9729 0.7453 6.4735 -0.021 -0.003 0.013 0.123
C -1.2501 0.8820 5.3617 0.098 0.012 -0.144 -0.140
C -1.2638 -0.1044 4.3892 0.070 0.137 0.012 -0.146
F -2.0019 -1.2049 4.5601 -0.023 -0.008 0.020 0.116
C -0.5015 0.0566 3.2459 -0.024 -0.119 0.004 -0.271
F -0.5437 -0.9498 2.3453 -0.006 0.036 0.047 -0.006
C 0.2882 1.1702 3.0114 0.021 0.112 -0.016 -0.509
Se 1.3588 1.3956 1.4474 0.019 -0.164 0.045 0.714
C 0.2798 2.1394 4.0074 -0.063 0.004 0.068 -0.259
F 1.0085 3.2513 3.8719 0.001 -0.015 -0.005 0.073
C -0.4702 2.0110 5.1653 -0.027 -0.106 -0.073 -0.143
F -0.4493 2.9708 6.0930 -0.011 -0.012 0.013 0.119
C 0.4561 -3.6207 0.5282 0.011 -0.035 0.032 -0.307
Sb -0.4183 -2.1759 -0.7625 0.194 0.110 -0.035 1.323
C -2.3458 -3.0314 -0.9670 -0.060 -0.038 -0.020 -0.313
C 0.4188 -2.8649 -2.5995 -0.038 -0.036 -0.029 -0.313
H 0.3208 -4.6159 0.1088 0.000 -0.034 0.002 0.009
H -0.0126 -3.5667 1.5081 -0.024 0.011 0.017 0.003
H 1.5186 -3.4157 0.6444 0.025 0.005 -0.007 0.004
H -2.2472 -4.1022 -1.1357 -0.031 -0.024 -0.007 0.009
H -2.8549 -2.5712 -1.8115 -0.008 0.010 -0.013 0.008
H -2.9337 -2.8509 -0.0702 0.012 0.016 0.038 0.007
H 0.3175 -3.9459 -2.6744 0.000 -0.036 -0.011 0.008
H 1.4717 -2.5961 -2.6625 0.024 0.008 0.025 -0.008
H -0.1065 -2.3979 -3.4310 -0.010 0.015 -0.022 0.007
```
Positions in Å, forces in eV/Å.